Record 1
{
  "formula": "C40H45F3IN7PS2Ti",
  "method": "ωB97M-V/def2-TZVPD",
  "symbols": ["Ti", "F", "C", "F", "F", "C", "C", "C", "C", "N", "C", "S", "H", "H", "H", "C", "N", "C", "C", "C", "N", "C", "C", "H", "H", "H", "H", "H", "H", "H", "H", "H", "H", "H", "H", "H", "H", "H", "H", "I", "C", "C", "C", "C", "C", "C", "C", "C", "C", "P", "C", "C", "C", "C", "C", "C", "C", "C", "C", "C", "C", "C", "C", "H", "H", "H", "H", "H", "H", "H", "H", "H", "H", "H", "H", "H", "H", "H", "H", "N", "N", "H", "H", "H", "H", "N", "C", "S", "C", "C", "C", "N", "C", "C", "H", "H", "H", "H", "H", "H"],
  "xyz": [[0.538, -0.186, -0.385], [0.843, 2.946, 3.890], [-0.260, 3.567, 3.445], [-0.611, 4.476, 4.335], [0.104, 4.214, 2.315], [-1.369, 2.586, 3.150], [-2.620, 2.724, 3.729], [-3.602, 1.789, 3.430], [-3.273, 0.732, 2.600], [-2.085, 0.605, 2.008], [-1.154, 1.529, 2.255], [0.366, 1.430, 1.390], [-2.822, 3.549, 4.394], [-4.593, 1.876, 3.842], [-3.991, -0.048, 2.386], [-2.234, 2.970, -0.221], [-1.774, 1.980, -1.199], [-2.960, 1.506, -1.914], [-0.846, 2.620, -2.138], [0.572, 2.766, -1.586], [1.399, 1.527, -1.658], [1.752, 1.344, -3.083], [2.687, 1.824, -0.988], [-2.765, 3.796, -0.706], [-1.399, 3.384, 0.335], [-2.926, 2.503, 0.473], [-3.524, 2.330, -2.366], [-3.622, 1.001, -1.212], [-2.692, 0.817, -2.715], [-1.197, 3.630, -2.404], [-0.836, 2.028, -3.058], [0.538, 3.113, -0.550], [1.086, 3.538, -2.171], [2.332, 2.208, -3.433], [2.381, 0.464, -3.215], [0.872, 1.269, -3.717], [3.114, 2.755, -1.378], [3.410, 1.027, -1.191], [2.558, 1.955, 0.092], [3.022, -0.795, 1.257], [3.616, -2.886, 1.494], [4.082, -3.165, 2.753], [4.661, -4.408, 3.026], [4.824, -5.303, 2.009], [4.374, -5.020, 0.705], [4.647, -5.945, -0.320], [4.284, -5.679, -1.610], [3.567, -4.516, -1.891], [3.208, -3.605, -0.912], [2.112, -2.274, -1.624], [0.961, -3.429, -2.496], [-0.043, -3.896, -1.644], [-0.922, -4.878, -2.058], [-0.840, -5.380, -3.347], [0.133, -4.899, -4.209], [1.047, -3.946, -3.786], [3.384, -1.628, -2.779], [4.622, -1.293, -2.221], [5.608, -0.713, -2.998], [5.386, -0.479, -4.346], [4.168, -0.821, -4.912], [3.161, -1.374, -4.134], [3.681, -3.792, 0.413], [4.041, -2.423, 3.534], [5.008, -4.629, 4.019], [5.321, -6.244, 2.176], [5.169, -6.856, -0.072], [4.522, -6.362, -2.410], [3.293, -4.343, -2.920], [-0.121, -3.497, -0.637], [-1.661, -5.259, -1.372], [-1.522, -6.150, -3.668], [0.202, -5.285, -5.213], [1.822, -3.636, -4.470], [4.826, -1.504, -1.178], [6.552, -0.449, -2.552], [6.159, -0.030, -4.949], [3.990, -0.652, -5.962], [2.201, -1.595, -4.584], [-0.471, -2.796, 1.348], [-0.248, -1.375, 1.418], [-1.142, -3.119, 2.047], [0.403, -3.291, 1.539], [0.323, -1.129, 2.250], [-1.164, -0.884, 1.604], [-4.030, -2.769, -5.244], [-3.708, -3.015, -3.983], [-4.137, -4.390, -3.166], [-2.802, -2.160, -3.212], [-1.592, -1.686, -3.741], [-0.669, -1.098, -2.903], [-0.882, -0.873, -1.590], [-2.085, -1.249, -1.101], [-3.032, -1.900, -1.854], [-4.608, -3.443, -5.730], [-3.834, -1.903, -5.721], [-1.361, -1.823, -4.786], [0.294, -0.799, -3.304], [-2.298, -1.005, -0.066], [-3.963, -2.208, -1.406]],
  "max_force_ev_per_a": 1.793,
  "spin_multiplicity": 1,
  "orbital_gap_ev": 5.139,
  "homo_ev": -15.3,
  "de_lowest_ev": 1.453,
  "charge": 3,
  "e_lumo_ev": -10.16
}

Record 2
{
  "formula": "C19H38O2",
  "method": "ωB97M-V/def2-TZVPD",
  "symbols": ["C", "C", "C", "C", "C", "C", "C", "C", "C", "C", "C", "C", "C", "C", "C", "C", "C", "C", "C", "O", "O", "H", "H", "H", "H", "H", "H", "H", "H", "H", "H", "H", "H", "H", "H", "H", "H", "H", "H", "H", "H", "H", "H", "H", "H", "H", "H", "H", "H", "H", "H", "H", "H", "H", "H", "H", "H", "H", "H"],
  "xyz": [[-5.009, -4.568, 0.561], [-5.203, -3.678, -0.661], [-4.605, -2.281, -0.495], [-5.359, -1.419, 0.516], [-4.739, -0.033, 0.701], [-4.894, 0.866, -0.524], [-4.458, 2.311, -0.270], [-2.992, 2.473, 0.136], [-2.016, 1.964, -0.922], [-0.556, 2.300, -0.612], [-0.021, 1.556, 0.611], [1.464, 1.813, 0.871], [2.384, 1.153, -0.155], [3.857, 1.325, 0.208], [4.771, 0.652, -0.815], [6.260, 0.893, -0.557], [6.777, 0.381, 0.789], [6.540, -1.117, 1.001], [7.229, -1.930, -0.064], [8.386, -1.848, -0.375], [6.390, -2.796, -0.652], [-3.953, -4.643, 0.813], [-5.385, -5.569, 0.363], [-5.541, -4.173, 1.423], [-6.270, -3.589, -0.879], [-4.731, -4.159, -1.521], [-3.562, -2.373, -0.182], [-4.617, -1.784, -1.467], [-6.398, -1.311, 0.193], [-5.363, -1.924, 1.483], [-3.681, -0.152, 0.940], [-5.220, 0.455, 1.553], [-4.324, 0.460, -1.359], [-5.947, 0.876, -0.821], [-5.084, 2.734, 0.519], [-4.638, 2.891, -1.179], [-2.801, 3.536, 0.307], [-2.820, 1.955, 1.080], [-2.281, 2.411, -1.884], [-2.110, 0.881, -1.021], [0.047, 2.039, -1.483], [-0.457, 3.376, -0.450], [-0.180, 0.483, 0.477], [-0.583, 1.868, 1.492], [1.716, 1.426, 1.862], [1.648, 2.890, 0.882], [2.151, 0.086, -0.212], [2.209, 1.583, -1.142], [4.095, 2.390, 0.260], [4.029, 0.897, 1.198], [4.534, 1.045, -1.807], [4.566, -0.419, -0.838], [6.458, 1.966, -0.610], [6.832, 0.415, -1.355], [7.852, 0.568, 0.835], [6.305, 0.931, 1.604], [6.966, -1.411, 1.963], [5.479, -1.360, 1.001], [6.853, -3.314, -1.329]],
  "max_force_ev_per_a": 0.697,
  "spin_multiplicity": 1,
  "smiles": "CCCCCCCCCCCCCCCCCCC(=O)O",
  "orbital_gap_ev": 11.263,
  "homo_ev": -10.5,
  "de_lowest_ev": 0.209,
  "charge": 0,
  "e_lumo_ev": 0.78
}